# 1
ORCA calculation (ωB97M-V/def2-TZVPD) on one molecule with the formula C6H13O3P at a distorted geometry.

Calculated values
- LUMO: 0.494 eV
- Relative energy (zero: lowest compared OMol25 entry of this formula, charge and spin): 99.1 kJ/mol
- Frontier orbital gap: 0.393 Eh
- Highest occupied orbital energy: -10.195 eV

```
23
Properties=species:S:1:pos:R:3:forces:R:3:nbo_charge:R:1
C 0.2482 -0.4895 0.6123 -3.975 -1.768 -1.610 0.504
C -0.1917 0.5702 -0.3975 -0.642 1.299 1.519 0.173
C -0.5260 -0.6927 1.8664 -0.885 -0.794 0.648 -0.699
C 1.6447 -0.6923 0.6154 1.141 0.208 -2.298 -0.747
C 0.4977 1.9302 -0.1194 -0.017 1.506 -2.558 -0.626
C -1.7169 0.8528 -0.3103 0.050 -0.113 -0.185 -0.642
O 1.3370 -2.0275 -2.5248 -0.182 0.029 0.205 -1.090
O -0.3754 -1.9434 -0.4744 0.894 2.034 -0.937 -0.954
O 0.2443 0.1086 -1.6208 -0.424 0.008 -1.983 -0.809
P 0.0935 -1.4847 -1.9602 1.336 -0.409 2.622 2.156
H -1.6710 -0.4930 1.8601 2.205 -0.853 -0.326 0.247
H -0.1117 0.1078 2.4721 0.064 0.096 0.733 0.233
H -0.2367 -1.7048 2.3281 -0.653 1.607 -0.602 0.254
H 1.9440 -1.6130 0.9808 0.359 -2.361 0.004 0.252
H 2.0642 -0.1051 1.3583 0.996 2.106 1.160 0.244
H 1.9531 -0.4538 -0.4335 0.796 -0.446 1.311 0.267
H -0.0309 2.8225 -0.6769 0.703 -1.986 0.792 0.226
H 1.5730 2.0552 -0.4683 -1.215 -0.676 0.966 0.241
H 0.2849 2.1283 0.8934 0.487 0.542 1.481 0.206
H -1.8468 1.6532 -1.0604 -0.443 0.052 0.852 0.226
H -2.1069 1.0657 0.7703 0.762 -0.016 -2.356 0.222
H -2.2348 0.0007 -0.7581 -0.176 -0.123 0.542 0.230
H -0.8360 -1.5955 -2.9525 -1.181 0.059 0.020 -0.113
```
Forces are in eV/Å.



# 2
ORCA calculation (ωB97M-V/def2-TZVPD) on a 4-piece molecular cluster, C4H17N2O2 overall at a distorted geometry.

Calculated values
- LUMO (alpha / beta): -12.776 / -14.261 eV
- Total charge: +2
- Relative energy (zero: lowest compared OMol25 entry of this formula, charge and spin): 953.7 kJ/mol
- Frontier orbital gap (alpha / beta): 0.199 / 0.144 Eh
- Highest occupied orbital energy (alpha / beta): -18.188 / -18.188 eV
- Multiplicity: 2

```
25
Properties=species:S:1:pos:R:3:forces:R:3:lowdin_spin:R:1
C -1.7683 -1.4766 0.5617 -0.108 3.375 1.865 0.092
N -2.3815 -0.5645 -0.4683 1.265 -5.127 -2.032 0.762
C -0.3895 -0.8549 0.8714 -0.620 -1.832 -1.559 -0.020
N 0.5696 -1.4540 -0.1148 1.770 3.586 0.824 -0.271
C 2.0216 -1.1305 0.0981 -1.904 0.024 0.987 0.051
C 2.4789 0.2473 -0.5391 -0.255 0.713 2.433 0.131
H -2.3793 -1.4095 1.5229 0.312 -0.091 -1.188 0.025
H -1.6068 -2.5440 0.4148 -0.893 -0.340 -1.173 0.039
H -3.2064 -1.0269 -0.9236 -0.254 1.216 0.804 0.018
H -1.6764 -0.4002 -1.2812 -0.687 1.102 1.014 0.021
H -0.5386 0.2329 0.8544 0.857 0.217 -0.287 -0.010
H -0.1487 -1.1634 1.8502 0.848 -0.152 1.255 -0.006
H 0.2849 -1.1855 -1.1073 -0.038 -0.955 -1.035 -0.008
H -1.0836 4.0683 5.0892 -0.252 0.166 -0.109 0.000
H 2.6575 -1.8842 -0.4223 -0.246 0.271 0.022 0.029
H 2.2035 -1.1511 1.1902 0.099 -0.077 -0.659 -0.001
H 1.8673 1.2217 -0.1264 0.645 -1.801 0.172 0.065
H 3.5718 0.3042 -0.3912 -0.589 0.129 -0.197 0.000
H 2.1692 0.4223 -1.5066 -0.184 -0.179 -2.673 0.010
H -1.6734 4.4541 4.8306 0.253 -0.169 0.106 0.000
H -0.2917 2.8602 -1.5053 0.187 2.224 -1.103 0.005
O -0.3575 1.9999 -1.1592 0.294 -3.434 0.725 0.353
H -0.2030 1.2852 -1.8711 -0.035 0.769 0.342 -0.005
H -0.0980 -0.5222 -3.4008 0.186 -0.700 -0.589 -0.006
O -0.0218 -0.3287 -2.4661 -0.653 1.065 2.057 -0.276
```
Forces are in eV/Å.



# 3
ORCA calculation (ωB97M-V/def2-TZVPD) on C10H7Cl5KN3O as an isolated structure.

Calculated values
- LUMO: -0.401 eV
- Relative energy (zero: lowest compared OMol25 entry of this formula, charge and spin): 19.6 kJ/mol
- Frontier orbital gap: 0.263 Eh
- Highest occupied orbital energy: -7.569 eV

```
27
Properties=species:S:1:pos:R:3:forces:R:3:nbo_charge:R:1
K -1.0958 0.0726 0.0116 -0.132 -0.316 -0.197 0.929
Cl -0.8082 -3.5943 -2.3337 -0.216 0.115 0.045 -0.069
C -2.4566 -2.9538 -2.0953 0.274 -0.267 -0.132 -0.046
C -2.6075 -1.7945 -1.3759 0.271 0.125 0.111 -0.449
C -3.8946 -1.3788 -1.2373 -0.459 0.589 0.304 -0.026
Cl -4.2126 0.1670 -0.2882 0.134 -0.512 -0.313 -0.136
C -5.0212 -2.0111 -1.7512 0.150 -0.167 -0.080 -0.121
Cl -6.6211 -1.4121 -1.5295 -0.042 0.037 0.019 0.035
C -4.8060 -3.1851 -2.4731 -0.047 -0.033 -0.029 -0.092
Cl -6.1481 -4.0372 -3.1442 -0.018 -0.015 -0.013 0.033
C -3.5071 -3.6729 -2.6536 -0.140 0.128 0.073 -0.110
Cl -3.2611 -5.1283 -3.5460 0.034 -0.035 -0.023 0.032
C 4.4637 2.7072 1.9571 0.103 0.010 0.047 -0.413
N 3.1476 2.2029 1.6558 -0.080 -0.115 -0.035 -0.399
C 1.9066 2.8780 1.9752 -0.002 0.030 0.110 -0.323
C 0.8833 1.8756 1.4473 0.149 -0.044 -0.059 0.652
O -0.3231 2.0125 1.4909 0.051 0.395 0.266 -0.633
N 1.5396 0.8052 0.8988 -0.090 -0.080 -0.068 -0.666
C 2.8350 1.0486 1.0353 0.042 0.114 0.018 0.642
N 3.7669 0.1957 0.5972 0.100 0.006 0.004 -0.776
H 4.4132 3.3187 2.8565 -0.016 0.016 -0.022 0.225
H 4.8729 3.3142 1.1459 -0.003 -0.008 0.006 0.206
H 5.1468 1.8851 2.1743 -0.006 0.006 -0.023 0.209
H 1.8088 3.8418 1.4730 -0.016 -0.009 -0.015 0.232
H 1.7804 3.0208 3.0504 0.012 0.023 -0.011 0.232
H 3.4616 -0.6259 0.1058 -0.049 0.015 0.002 0.428
H 4.7365 0.4480 0.5525 -0.007 -0.008 0.015 0.406
```
Forces are in eV/Å.



# 4
ORCA calculation (ωB97M-V/def2-TZVPD) on one molecule with the formula C6H7NOS2 at a distorted geometry.

Calculated values
- LUMO: 0.442 eV
- Relative energy (zero: lowest compared OMol25 entry of this formula, charge and spin): 263.1 kJ/mol
- Frontier orbital gap: 0.275 Eh
- Highest occupied orbital energy: -7.040 eV

```
17
Properties=species:S:1:pos:R:3:forces:R:3:nbo_charge:R:1
C 1.6603 -1.7268 0.0824 0.600 -0.261 -1.372 -0.247
C 2.7847 -0.9454 0.0892 -0.744 -0.707 0.226 -0.411
C 0.5105 -0.8870 -0.1510 -0.720 -2.815 -0.718 -0.301
C 0.7314 0.4372 -0.2481 1.395 1.051 0.251 -0.257
C -1.6941 0.7143 1.0808 2.979 2.436 -0.016 -0.196
C -0.2259 1.4426 -0.4468 -3.313 -0.846 0.396 0.042
N -2.0597 -0.4579 0.5330 -2.951 -0.627 -1.288 -0.715
O -1.1722 1.3921 -1.5152 1.606 1.134 1.182 -0.687
S 2.4591 0.7177 0.0393 -0.895 0.729 -0.249 0.423
S -1.0351 -1.6120 -0.4697 0.183 1.400 1.105 0.412
H 1.6168 -2.8356 -0.1198 0.224 1.402 0.699 0.237
H 3.8134 -1.1929 -0.0165 0.525 -0.576 0.383 0.239
H -0.8504 0.8136 1.7838 -0.787 -0.954 -0.022 0.195
H -2.4084 1.5723 1.2217 0.427 -1.325 -0.714 0.223
H -0.0405 2.3979 -0.0982 0.476 1.931 0.072 0.192
H -2.9215 -0.3012 -0.0743 1.472 -0.318 1.040 0.387
H -1.1685 0.4712 -1.6905 -0.477 -1.653 -0.976 0.465
```
Forces are in eV/Å.



# 5
ORCA calculation (ωB97M-V/def2-TZVPD) on HO4PS as an isolated structure at a distorted geometry.

Calculated values
- LUMO: 6.216 eV
- Total charge: -2
- Relative energy (zero: lowest compared OMol25 entry of this formula, charge and spin): 19.2 kJ/mol
- Frontier orbital gap: 0.196 Eh
- Highest occupied orbital energy: 0.869 eV

```
7
Properties=species:S:1:pos:R:3:forces:R:3:nbo_charge:R:1
O 1.5313 0.7543 -0.9341 -1.326 -1.001 0.008 -1.216
O -0.1893 1.1329 0.8637 -0.400 -0.502 0.384 -1.206
O -0.8878 1.2496 -1.5687 -1.743 0.015 -1.643 -1.203
O -0.5354 -1.4321 -0.4323 0.402 1.599 -0.096 -1.060
P 0.0385 0.7204 -0.5688 3.086 0.420 0.939 2.474
S -0.2974 -1.8331 1.1189 0.901 0.974 0.496 0.054
H 0.3401 -0.5920 1.5214 -0.920 -1.506 -0.089 0.158
```
Forces are in eV/Å.



# 6
ORCA calculation (ωB97M-V/def2-TZVPD) on C6H14InN2O2 as an isolated structure at a distorted geometry.

Calculated values
- LUMO: -17.614 eV
- Total charge: +3
- Relative energy (zero: lowest compared OMol25 entry of this formula, charge and spin): 158.4 kJ/mol
- Frontier orbital gap: 0.111 Eh
- Highest occupied orbital energy: -20.621 eV

```
25
Properties=species:S:1:pos:R:3:forces:R:3:nbo_charge:R:1
In 3.0100 2.1358 -1.6717 0.042 0.048 0.152 1.123
C -1.8223 0.5066 -0.3474 0.051 0.209 -0.348 -0.701
C -1.0096 1.2446 -1.4005 0.386 -1.160 1.007 0.670
O 0.1472 1.6001 -1.1034 -0.079 0.188 -0.507 -0.448
N -1.4449 1.3418 -2.6742 -0.122 0.640 0.359 -0.332
C -2.5953 0.6908 -3.2019 -0.500 -0.004 -0.475 -0.468
H -1.1990 0.2718 0.5117 0.049 0.296 -0.003 0.251
H -2.2102 -0.4354 -0.7367 -0.166 0.137 -0.123 0.274
H -2.6322 1.1721 -0.0316 -0.103 -0.106 0.033 0.309
H -0.7620 1.7548 -3.3096 -0.223 -0.017 -0.218 0.448
H -3.1990 1.3280 -3.8754 0.544 0.427 -0.203 0.336
H -3.3428 0.4091 -2.4663 0.470 -0.396 0.268 0.271
H -2.2297 -0.1027 -3.8739 -0.353 -0.244 0.056 0.299
C 1.8506 0.1590 3.0339 1.266 -1.045 0.385 -0.702
C 2.1726 -0.1754 1.5999 -0.876 1.327 -0.100 0.674
O 2.6810 0.6842 0.8681 0.033 -0.379 -0.213 -0.407
N 1.7326 -1.3405 1.0438 -0.749 0.136 0.575 -0.318
C 1.0285 -2.4071 1.7677 0.318 -0.134 -1.810 -0.460
H 1.9314 -0.7978 3.5641 -0.283 0.186 0.260 0.272
H 0.8823 0.6235 3.2070 -0.084 -0.009 -0.326 0.297
H 2.6622 0.7817 3.4093 -0.211 0.223 0.002 0.299
H 1.7833 -1.3515 0.0274 0.100 -0.353 0.010 0.438
H 0.1018 -2.1646 2.3022 0.440 0.677 0.605 0.300
H 1.8310 -2.8565 2.3604 -0.449 -0.349 0.531 0.303
H 0.6324 -3.0724 0.9971 0.498 -0.297 0.084 0.271
```
Forces are in eV/Å.